# 1
# C4H4IN3

The molecule C4H4IN3 at a distorted geometry (ωB97M-V/def2-TZVPD, OMol25).

Geometry as ORCA input:
```
! wB97M-V def2-TZVPD RIJCOSX def2/J DEFGRID3
* xyz 0 1
C -1.294 1.475 0.385
C 0.723 -0.230 0.818
C 1.293 -0.505 -0.519
C -1.257 0.134 -0.168
N -1.306 2.461 0.931
N 0.379 -0.364 -1.627
N -0.793 -0.086 -1.445
I -2.921 -1.061 0.349
H 0.642 -0.965 1.479
H 0.598 0.757 1.195
H 2.273 -0.044 -0.755
H 1.664 -1.571 -0.644
*
```

Values from the calculation:
Relative energy (zero: lowest compared OMol25 entry of this formula, charge and spin) = 2.5666 eV
HOMO (spin up / spin down) = -0.340 / -0.340 hartree
Frontier orbital gap (spin up / spin down) = 8.51 / 8.51 eV
DFT total energy = -16779.0607 eV

# 2
# C2HN2

The ion C2HN2 with charge +1 at a distorted geometry (ωB97M-V/def2-TZVPD, OMol25).

Geometry as ORCA input:
```
! wB97M-V def2-TZVPD RIJCOSX def2/J DEFGRID3
* xyz 1 1
C -2.600 0.180 -0.018
C 0.124 -0.016 -0.008
N -1.091 -0.211 -0.008
N 1.281 0.038 0.049
H 2.285 0.011 -0.014
*
```

Values from the calculation:
Relative energy (zero: lowest compared OMol25 entry of this formula, charge and spin) = 3.0067 eV
HOMO (spin up / spin down) = -0.655 / -0.655 hartree
Frontier orbital gap (spin up / spin down) = 9.61 / 9.61 eV
DFT total energy = -5056.0301 eV

# 3
# C15H31NO2P2Pt

A structure of composition C15H31NO2P2Pt at a distorted geometry (ωB97M-V/def2-TZVPD, OMol25).

Geometry as ORCA input:
```
! wB97M-V def2-TZVPD RIJCOSX def2/J DEFGRID3
* xyz 0 3
P 0.194 -1.534 -1.810
P -0.068 1.641 -1.701
C -0.152 -0.599 -3.375
C 0.362 0.839 -3.299
H -1.245 -0.647 -3.513
H 0.313 -1.166 -4.191
H 1.461 0.888 -3.367
H -0.065 1.461 -4.094
C -1.742 2.294 -1.869
H -1.954 2.907 -0.978
H -2.476 1.476 -1.934
H -1.782 2.914 -2.777
C 1.025 3.037 -1.415
H 1.000 3.685 -2.305
H 2.052 2.684 -1.232
H 0.667 3.592 -0.531
C -0.918 -2.951 -1.758
H -0.631 -3.592 -0.913
H -0.817 -3.503 -2.701
H -1.952 -2.602 -1.625
C 1.879 -2.169 -1.963
H 2.594 -1.334 -1.912
H 1.960 -2.694 -2.926
H 2.054 -2.868 -1.132
Pt -0.028 -0.054 -0.236
C 0.549 1.754 -7.161
C -0.762 1.809 -6.896
C -1.845 1.010 -7.558
C -1.416 -0.329 -8.212
C -0.733 -1.304 -7.294
C 0.565 -1.379 -6.986
C 1.672 -0.536 -7.547
C 1.265 0.846 -8.121
C 0.045 -1.409 1.327
H 1.203 2.480 -6.659
H -1.123 2.591 -6.212
H -2.329 1.624 -8.338
H -2.637 0.802 -6.825
H -2.343 -0.813 -8.562
H -0.833 -0.111 -9.111
H -1.405 -2.063 -6.868
H 0.902 -2.211 -6.348
H 2.187 -1.094 -8.349
H 2.436 -0.380 -6.771
H 2.202 1.352 -8.404
H 0.714 0.691 -9.053
H 0.738 -0.958 2.051
H 0.350 -2.420 1.030
H -0.983 -1.403 1.716
O 0.556 2.390 2.689
N 0.610 1.450 1.916
O -0.425 1.380 1.084
*
```

Values from the calculation:
Relative energy (zero: lowest compared OMol25 entry of this formula, charge and spin) = 0.0000 eV
HOMO (spin up / spin down) = -0.212 / -0.288 hartree
Frontier orbital gap (spin up / spin down) = 6.12 / 7.68 eV
DFT total energy = -43462.5692 eV

# 4
# C5H7N

A cluster of 2 separate species, C5H7N in total at a distorted geometry (ωB97M-V/def2-TZVPD, OMol25).

Geometry as ORCA input:
```
! wB97M-V def2-TZVPD RIJCOSX def2/J DEFGRID3
* xyz 0 1
C 0.678 1.251 0.849
C 1.972 -0.790 -0.167
C 0.748 -0.640 -1.054
C 0.209 0.440 -0.293
C -2.105 0.511 0.454
N 1.691 0.412 0.746
H 1.853 -1.761 0.462
H 2.985 -0.449 -0.530
H 0.558 -0.884 -2.087
H -1.520 1.420 0.574
H -1.892 0.062 -0.553
H -3.230 0.712 0.350
H -1.948 -0.283 1.248
*
```

Values from the calculation:
Relative energy (zero: lowest compared OMol25 entry of this formula, charge and spin) = 7.8568 eV
HOMO (spin up / spin down) = -0.318 / -0.318 hartree
Frontier orbital gap (spin up / spin down) = 8.71 / 8.71 eV
DFT total energy = -6780.6558 eV

# 5
# C47H132N10O14

A cluster of 14 separate species, C47H132N10O14 in total at a distorted geometry (ωB97M-V/def2-TZVPD, OMol25).

Geometry as ORCA input:
```
! wB97M-V def2-TZVPD RIJCOSX def2/J DEFGRID3
* xyz 0 1
C 4.772 4.956 5.286
C 3.428 4.439 4.710
C 3.515 3.164 3.861
O 4.105 3.450 2.627
C 4.252 2.221 1.929
N 2.463 4.289 5.785
H 4.710 5.772 5.979
H 5.405 5.109 4.392
H 5.177 4.064 5.805
H 3.026 5.212 3.999
H 2.482 2.766 3.807
H 4.152 2.453 4.380
H 3.302 1.667 2.030
H 5.073 1.652 2.309
H 4.530 2.412 0.883
H 2.779 4.786 6.605
H 1.516 4.577 5.561
C -3.073 3.755 -4.529
C -2.772 2.276 -4.450
C -2.865 1.771 -3.013
O -4.154 2.176 -2.507
C -4.569 1.462 -1.394
N -3.660 1.497 -5.280
H -3.976 4.006 -3.966
H -3.108 4.064 -5.587
H -2.230 4.270 -4.044
H -1.752 2.099 -4.796
H -2.105 2.193 -2.331
H -2.901 0.680 -2.937
H -4.824 0.407 -1.560
H -5.524 1.911 -1.093
H -3.909 1.440 -0.529
H -3.339 0.542 -5.252
H -4.540 1.528 -4.802
C -5.086 4.853 -0.711
C -3.569 4.812 -0.367
C -2.891 5.979 -1.093
O -1.558 6.105 -0.876
C -0.640 5.144 -1.405
N -3.256 4.990 1.067
H -5.600 4.017 -0.250
H -5.102 4.700 -1.809
H -5.419 5.841 -0.337
H -3.178 3.873 -0.718
H -3.320 6.870 -0.696
H -3.081 5.912 -2.155
H 0.284 5.398 -0.932
H -0.654 5.205 -2.502
H -0.889 4.121 -1.059
H -3.537 4.146 1.581
H -2.272 5.108 1.254
C 0.081 -4.406 1.052
C -0.516 -4.505 2.464
C -1.038 -5.905 2.749
O -2.104 -6.188 1.821
C -2.591 -7.498 2.027
N 0.589 -4.183 3.437
H -0.694 -4.479 0.323
H 0.846 -5.210 0.992
H 0.581 -3.473 0.811
H -1.236 -3.731 2.622
H -1.360 -5.867 3.823
H -0.234 -6.664 2.679
H -3.407 -7.704 1.297
H -3.074 -7.570 3.014
H -1.816 -8.225 1.899
H 1.277 -4.944 3.362
H 0.242 -4.206 4.385
C -0.068 1.836 1.452
C -0.902 0.964 0.535
C -0.020 0.453 -0.613
O -0.715 -0.318 -1.548
C -0.042 -1.432 -2.045
N -1.493 -0.144 1.364
H 0.343 2.660 0.918
H 0.658 1.221 1.920
H -0.596 2.277 2.284
H -1.777 1.502 0.228
H 0.784 -0.099 -0.101
H 0.507 1.296 -1.076
H 0.346 -2.036 -1.205
H 0.775 -1.123 -2.686
H -0.735 -2.065 -2.614
H -1.814 -0.915 0.805
H -0.724 -0.553 1.876
C -0.054 8.264 3.269
C 0.182 6.753 3.297
C -0.912 6.098 4.111
O -0.550 4.686 4.294
C -1.660 3.880 4.731
N 0.267 6.136 1.930
H 0.761 8.800 2.797
H -0.157 8.691 4.251
H -0.969 8.492 2.756
H 1.115 6.587 3.832
H -1.863 6.235 3.570
H -1.020 6.569 5.110
H -1.156 2.919 4.904
H -2.360 3.700 3.877
H -2.228 4.136 5.642
H -0.427 6.433 1.242
H 0.249 5.134 2.082
C 7.694 -1.928 -3.246
C 6.762 -1.152 -4.090
C 5.666 -0.594 -3.219
O 4.992 -1.670 -2.579
C 3.922 -1.373 -1.711
N 7.286 -0.031 -4.763
H 8.741 -2.032 -3.586
H 7.288 -2.903 -3.091
H 7.836 -1.505 -2.236
H 6.288 -1.840 -4.792
H 4.928 0.004 -3.836
H 6.059 0.035 -2.482
H 3.621 -2.331 -1.268
H 3.066 -0.883 -2.236
H 4.272 -0.700 -0.930
H 7.841 0.469 -4.066
H 7.937 -0.331 -5.471
C 2.445 -5.010 -2.059
C 2.166 -6.284 -2.807
C 1.566 -7.368 -1.853
O 0.222 -7.053 -1.543
C -0.517 -7.946 -0.793
N 1.207 -6.063 -3.911
H 2.604 -4.128 -2.634
H 3.241 -5.136 -1.352
H 1.551 -4.773 -1.427
H 3.126 -6.667 -3.232
H 2.105 -7.460 -0.903
H 1.653 -8.352 -2.367
H -1.519 -7.520 -0.673
H -0.041 -8.166 0.189
H -0.638 -8.937 -1.287
H 0.240 -6.142 -3.635
H 1.363 -6.600 -4.756
C -6.133 0.365 2.685
C -5.141 1.239 3.431
C -4.544 0.583 4.676
O -3.701 1.473 5.297
C -3.112 0.987 6.490
N -4.081 1.734 2.490
H -6.847 -0.027 3.406
H -5.656 -0.501 2.183
H -6.605 0.933 1.883
H -5.688 2.094 3.842
H -3.961 -0.295 4.304
H -5.350 0.172 5.350
H -2.374 1.668 6.895
H -2.512 0.120 6.257
H -3.899 0.737 7.243
H -3.313 1.978 3.121
H -3.749 0.964 1.907
C -3.409 -2.711 -0.254
C -4.415 -3.679 -0.869
C -3.763 -4.685 -1.801
O -3.259 -3.990 -2.918
C -2.305 -4.714 -3.697
N -5.139 -4.267 0.238
H -2.708 -3.171 0.414
H -3.957 -2.010 0.342
H -2.901 -2.207 -1.104
H -5.133 -3.144 -1.481
H -4.561 -5.409 -2.123
H -3.015 -5.266 -1.226
H -2.817 -5.544 -4.203
H -1.544 -5.117 -3.035
H -1.830 -4.023 -4.436
H -6.016 -4.742 0.111
H -4.529 -4.731 0.864
C 1.070 0.710 -4.684
O 2.093 0.889 -3.740
H 0.565 1.666 -4.909
H 1.568 0.390 -5.641
H 0.305 -0.015 -4.384
H 1.892 1.618 -3.127
C 3.703 -1.904 3.101
C 2.429 -1.397 3.744
O 1.291 -1.451 2.928
H 3.952 -1.388 2.151
H 3.596 -2.952 2.908
H 4.529 -1.793 3.810
H 2.636 -0.386 4.172
H 2.181 -2.029 4.618
H 0.986 -2.350 3.060
C 4.530 3.228 -1.714
C 3.115 2.861 -1.281
O 1.994 3.187 -2.099
H 4.791 2.827 -2.716
H 5.241 2.839 -0.964
H 4.649 4.312 -1.830
H 2.969 3.229 -0.236
H 3.106 1.781 -1.164
H 1.959 4.120 -2.313
C 3.385 -3.452 -5.678
C 2.140 -2.653 -5.174
O 0.969 -3.470 -5.178
H 3.141 -3.758 -6.714
H 3.512 -4.332 -5.059
H 4.283 -2.822 -5.698
H 1.938 -1.847 -5.848
H 2.385 -2.252 -4.168
H 1.180 -4.260 -4.628
*
```

Values from the calculation:
Relative energy (zero: lowest compared OMol25 entry of this formula, charge and spin) = 0.0000 eV
HOMO = -0.316 hartree
Frontier orbital gap = 8.90 eV
DFT total energy = -94439.2425 eV

# 6
# C40H44Cl2F3N7NiO3

A structure of composition C40H44Cl2F3N7NiO3 at a distorted geometry (ωB97M-V/def2-TZVPD, OMol25).

Geometry as ORCA input:
```
! wB97M-V def2-TZVPD RIJCOSX def2/J DEFGRID3
* xyz 0 3
Ni -0.121 0.084 -1.286
C -1.663 1.362 -4.304
O -2.516 2.223 -3.515
O -0.809 0.797 -3.342
C -2.612 0.483 -5.187
F -3.285 -0.482 -4.454
F -3.582 1.197 -5.754
F -1.994 -0.170 -6.129
C -2.908 3.460 -4.014
C -4.250 3.684 -3.265
H -4.123 4.083 -2.258
H -4.899 4.358 -3.824
H -4.761 2.734 -3.107
H -3.108 3.566 -5.080
H -2.354 4.315 -3.626
H -1.186 1.964 -5.078
O 0.378 -0.676 0.428
H 0.636 -1.277 1.154
N -1.008 1.815 -0.482
C -1.289 1.762 0.871
C -1.613 2.839 1.628
C -1.911 4.093 0.946
C -1.769 4.110 -0.433
C -1.317 3.050 -1.057
H -1.134 0.831 1.396
H -1.614 2.889 2.707
H -2.177 4.984 1.496
H -1.875 4.979 -1.066
H -0.972 3.234 -2.063
N -1.544 -2.090 4.682
C -1.304 -2.875 3.608
C -1.836 -4.184 3.559
C -2.694 -4.623 4.638
C -2.904 -3.736 5.689
C -2.303 -2.475 5.691
H -0.535 -2.589 2.907
H -1.633 -4.866 2.747
H -3.038 -5.642 4.740
H -3.542 -4.096 6.482
H -2.415 -1.718 6.454
N 0.694 -1.709 -2.155
C 0.072 -2.359 -3.262
C 0.473 -3.623 -3.725
C 1.490 -4.288 -3.163
C 2.114 -3.626 -2.127
C 1.723 -2.349 -1.698
H -0.802 -1.856 -3.649
H -0.017 -4.027 -4.598
H 1.964 -5.130 -3.644
H 3.043 -4.019 -1.743
H 2.178 -2.055 -0.763
N 1.941 -3.586 1.381
C 2.927 -2.794 1.788
C 3.869 -3.147 2.805
C 3.715 -4.433 3.427
C 2.730 -5.301 2.884
C 1.767 -4.829 1.984
H 3.067 -1.877 1.235
H 4.636 -2.422 3.033
H 4.392 -4.738 4.210
H 2.568 -6.300 3.260
H 0.887 -5.313 1.586
N 2.830 4.444 3.526
C 3.924 4.951 2.953
C 3.990 5.286 1.576
C 2.967 4.889 0.762
C 1.919 4.182 1.372
C 1.865 4.061 2.722
H 4.804 5.032 3.574
H 4.892 5.729 1.179
H 2.921 5.012 -0.310
H 1.133 3.867 0.701
H 0.977 3.707 3.225
N -2.029 -1.172 -1.035
C -3.289 -0.924 -1.478
C -4.439 -1.719 -1.289
C -4.315 -2.961 -0.633
C -3.116 -3.239 -0.107
C -2.004 -2.403 -0.391
H -3.291 0.020 -2.003
H -5.407 -1.456 -1.689
H -5.100 -3.702 -0.664
H -2.899 -4.204 0.327
H -1.091 -2.865 -0.045
N 1.718 1.137 -1.558
C 2.766 0.990 -0.615
C 3.891 1.815 -0.577
C 4.113 2.740 -1.618
C 3.162 2.850 -2.641
C 2.088 1.976 -2.608
H 2.555 0.341 0.222
H 4.519 1.763 0.300
H 5.069 3.234 -1.715
H 3.340 3.331 -3.592
H 1.376 1.940 -3.419
C 1.636 0.741 3.134
Cl 0.715 1.236 4.531
Cl 3.413 0.691 3.311
H 1.216 -0.198 2.774
H 1.333 1.266 2.229
*
```

Values from the calculation:
Relative energy (zero: lowest compared OMol25 entry of this formula, charge and spin) = 1.3817 eV
HOMO (spin up / spin down) = -0.295 / -0.293 hartree
Frontier orbital gap (spin up / spin down) = 8.23 / 8.20 eV
DFT total energy = -133003.8655 eV

# 7
# C26H32NO3S

The ion C26H32NO3S with charge +1 at a distorted geometry (ωB97M-V/def2-TZVPD, OMol25).

Geometry as ORCA input:
```
! wB97M-V def2-TZVPD RIJCOSX def2/J DEFGRID3
* xyz 1 1
C 2.911 -2.715 2.312
C 2.087 -1.538 1.929
C 2.190 -0.797 0.791
S 0.997 0.464 0.763
C 0.418 -0.049 2.259
N 1.088 -1.077 2.759
C 0.605 -1.755 3.929
H 1.278 -2.563 4.205
H 0.510 -1.054 4.762
C -0.820 -2.302 3.605
O -1.372 -1.895 2.610
C -1.390 -3.261 4.545
C -0.799 -3.593 5.769
C -1.414 -4.501 6.607
C -2.616 -5.092 6.241
C -3.212 -4.768 5.032
C -2.608 -3.857 4.190
H -3.057 -3.590 3.246
H -4.148 -5.225 4.749
H -3.086 -5.803 6.903
H -0.958 -4.750 7.552
H 0.128 -3.137 6.082
H -0.384 0.434 2.783
C 3.134 -0.946 -0.349
H 4.018 -1.509 -0.051
H 2.645 -1.485 -1.166
C 3.573 0.423 -0.884
H 4.215 0.276 -1.758
H 4.104 0.994 -0.120
O 2.453 1.217 -1.246
C 1.879 0.930 -2.448
O 2.255 0.003 -3.112
C 0.740 1.854 -2.800
C 0.679 3.104 -1.921
C -0.517 3.956 -2.348
C -0.362 4.370 -3.810
C -0.306 3.118 -4.683
C -1.593 2.314 -4.515
H -2.448 2.917 -4.825
H -1.563 1.427 -5.150
C -1.764 1.896 -3.051
C -3.049 1.085 -2.879
H -3.911 1.678 -3.173
H -3.023 0.190 -3.496
H -3.179 0.784 -1.841
C -1.806 3.152 -2.177
H -2.661 3.767 -2.461
H -1.933 2.870 -1.128
C -0.559 1.045 -2.637
H -0.505 0.148 -3.257
H -0.672 0.732 -1.594
C 0.891 2.264 -4.272
H 0.955 1.369 -4.892
H 1.816 2.830 -4.401
H -0.193 3.407 -5.733
H -1.204 4.995 -4.109
H 0.551 4.956 -3.937
H -0.560 4.850 -1.717
H 1.603 3.676 -2.026
H 0.575 2.824 -0.870
H 3.383 -2.562 3.282
H 3.692 -2.881 1.578
H 2.300 -3.616 2.356
*
```

Values from the calculation:
Relative energy (zero: lowest compared OMol25 entry of this formula, charge and spin) = 0.0170 eV
HOMO = -0.449 hartree
Frontier orbital gap = 8.99 eV
DFT total energy = -45945.1569 eV

# 8
# C2H4O4

A cluster of 3 separate species, C2H4O4 in total at a distorted geometry (ωB97M-V/def2-TZVPD, OMol25).

Geometry as ORCA input:
```
! wB97M-V def2-TZVPD RIJCOSX def2/J DEFGRID3
* xyz -1 2
O -2.180 1.003 -0.690
C -1.808 0.196 0.197
O -0.814 0.178 1.066
H -2.643 -0.571 0.343
H 0.466 -0.031 0.228
O 2.005 -0.478 1.445
C 2.178 -0.464 0.238
O 0.463 -0.315 -0.948
H 2.330 0.527 -0.071
H 0.002 -0.044 -1.810
*
```

Values from the calculation:
Relative energy (zero: lowest compared OMol25 entry of this formula, charge and spin) = 2.8402 eV
HOMO (spin up / spin down) = -0.157 / -0.166 hartree
Frontier orbital gap (spin up / spin down) = 8.55 / 8.37 eV
DFT total energy = -10325.4681 eV

# 9
# C3H5GdLiO3

A structure of composition C3H5GdLiO3 at a distorted geometry (ωB97M-V/def2-TZVPD, OMol25).

Geometry as ORCA input:
```
! wB97M-V def2-TZVPD RIJCOSX def2/J DEFGRID3
* xyz 1 8
O -0.844 0.780 -0.025
C -1.442 1.479 0.948
C -0.628 -0.639 0.159
O -1.793 2.610 0.714
O 1.547 -0.098 -0.569
C 0.527 -1.040 -0.738
H -1.564 -1.165 -0.065
H -0.322 -0.833 1.196
H 0.161 -1.171 -1.772
H 0.853 -2.049 -0.422
H -1.391 1.060 1.971
Li 0.870 1.591 -0.877
Gd 4.026 -0.525 -0.520
*
```

Values from the calculation:
HOMO (spin up / spin down) = -0.468 / -0.363 hartree
Frontier orbital gap (spin up / spin down) = 8.78 / 6.21 eV
DFT total energy = -30367.2830 eV